{
  "formula": "C13H33NO3S2",
  "method": "ωB97M-V with the def2-TZVPD basis set",
  "e_above_lowest_kcal_mol": 0.0,
  "spin_multiplicity": 1,
  "total_energy_ev": -43308.362,
  "elements": ["O", "H", "H", "H", "H", "C", "H", "H", "H", "H", "N", "S", "H", "H", "C", "H", "C", "H", "H", "C", "H", "S", "C", "H", "H", "H", "C", "C", "H", "C", "H", "C", "H", "O", "H", "H", "C", "H", "H", "H", "H", "H", "H", "H", "H", "O", "H", "H", "C", "C", "C", "H"],
  "coordinates": [[4.59374, -3.15909, 0.31899], [-2.90757, 0.07734, -2.26094], [6.32655, -0.44686, 0.95239], [-5.20357, 1.37131, -3.89127], [-2.18621, 0.09756, 2.71526], [-0.80946, 1.95473, 0.75963], [5.03030, 0.45734, 0.56649], [-0.48694, -0.33627, 0.32871], [-3.29402, 2.11453, 1.37661], [2.25576, -2.51524, 1.62311], [-1.90846, 1.14181, -0.00041], [4.42276, -1.73557, -0.22703], [-1.95504, 2.74388, -1.29279], [0.99541, -1.99214, 0.69343], [2.39102, -1.06165, 3.95577], [-4.00247, -0.40419, 2.11316], [5.76678, -1.59959, -1.50887], [-1.17310, 1.41586, -1.90008], [3.37572, -1.31947, 3.68155], [-2.42809, -1.10046, 0.79604], [-3.13675, 2.86600, -3.30257], [1.36681, -0.55922, 2.57082], [-3.05949, 1.18020, -2.23456], [-3.93519, 1.00107, 0.11580], [-1.29114, -0.68283, -0.97276], [-0.59828, 1.66302, 1.94261], [1.29595, -2.09868, 1.77278], [5.27987, -0.55054, 0.91132], [-4.39078, 0.10474, -4.33427], [-4.22356, 1.21343, -4.33132], [5.61557, -1.98015, -2.53070], [-1.46995, -0.34019, -0.04754], [2.82542, 0.61753, -0.33833], [2.05058, 0.24216, -0.49726], [-3.27781, -1.37197, 0.24887], [6.19749, -0.71112, -1.72526], [-3.02730, 1.68880, -3.45557], [-4.29467, 1.37422, -5.30364], [1.99993, -1.94216, 4.40756], [-4.01118, 1.37613, -1.80599], [-1.11359, 2.93539, 0.77916], [0.57564, -2.88726, 2.05280], [0.16117, 1.73987, 0.29659], [-1.94218, -1.88255, 1.29064], [2.73889, -0.17669, 4.67250], [-0.00908, -0.19951, 3.12725], [-2.21430, 1.41426, -4.26694], [4.85169, -0.46564, 1.94569], [-2.97148, -0.06710, 1.86835], [-2.09227, 1.70015, -1.39940], [-3.10374, 1.21843, 0.92248], [6.40061, -2.12362, -1.17886]]
}

{
  "formula": "C13H33NO6S3",
  "method": "ωB97M-V with the def2-TZVPD basis set",
  "e_above_lowest_kcal_mol": 0.0,
  "spin_multiplicity": 1,
  "total_energy_ev": -60293.981,
  "elements": ["O", "H", "C", "H", "C", "C", "O", "H", "H", "C", "H", "H", "H", "C", "C", "H", "H", "C", "H", "O", "H", "H", "H", "O", "C", "H", "H", "O", "H", "O", "C", "C", "H", "H", "N", "H", "C", "H", "C", "H", "H", "H", "H", "H", "S", "S", "H", "H", "H", "H", "C", "H", "S", "H", "H", "H"],
  "coordinates": [[-19.26699, -31.93639, -28.49288], [-22.60724, -31.64046, -26.96159], [-13.22690, -27.33382, -20.87794], [-16.98435, -31.56996, -18.05620], [-17.89610, -30.39406, -22.47186], [-15.55749, -26.62742, -22.14202], [-19.93451, -30.42113, -17.24127], [-12.71460, -27.96262, -20.15905], [-15.48350, -25.60845, -21.76492], [-22.68825, -33.35534, -23.56194], [-17.48603, -29.70497, -23.20991], [-20.97779, -32.70208, -27.71601], [-18.58724, -29.73313, -21.93601], [-20.43069, -32.66670, -18.60534], [-17.91578, -31.49215, -18.61395], [-21.65324, -33.02037, -23.62220], [-20.70253, -32.08173, -19.48435], [-22.23158, -30.61901, -27.04568], [-24.75328, -32.81612, -23.67284], [-21.49254, -35.79736, -23.85088], [-18.04269, -30.45029, -18.90690], [-20.85757, -28.54356, -27.61274], [-19.33028, -29.32594, -26.97303], [-19.84063, -32.07087, -21.81738], [-22.14805, -35.36318, -24.76304], [-13.25572, -26.28858, -20.57196], [-20.19492, -31.68002, -24.96387], [-22.73761, -34.17904, -24.76710], [-23.05830, -35.57734, -26.62138], [-14.97504, -29.21275, -21.58551], [-20.32072, -31.84064, -27.90531], [-22.24151, -36.06930, -26.08601], [-21.35199, -35.89172, -26.68866], [-16.63157, -26.73944, -22.33417], [-20.85982, -30.66068, -27.50235], [-17.12453, -30.71169, -21.77546], [-20.18823, -29.39755, -27.64708], [-19.93042, -33.58094, -18.92387], [-19.77674, -30.96825, -24.25316], [-17.89823, -32.13273, -19.49268], [-12.84056, -27.44607, -21.88714], [-19.08654, -30.27564, -24.72135], [-22.89724, -30.11639, -27.75505], [-19.69616, -29.28549, -28.62255], [-15.00618, -27.86357, -20.92183], [-19.32512, -31.78745, -17.45069], [-23.71938, -31.61059, -22.81658], [-20.61715, -30.44014, -23.80135], [-21.37796, -32.88685, -18.11417], [-22.38400, -37.13153, -25.92803], [-23.79348, -32.31286, -23.64358], [-22.37011, -30.12187, -26.08254], [-18.87301, -31.87086, -22.95914], [-23.54877, -31.73805, -24.53873], [-15.12896, -26.82659, -23.12518], [-22.73872, -33.99901, -22.68450]]
}

{
  "formula": "C13H34BN2O5P",
  "method": "ωB97M-V with the def2-TZVPD basis set",
  "e_above_lowest_kcal_mol": 18.2,
  "spin_multiplicity": 1,
  "smiles": "NP(O)NC(=O)OB(O)O.CCCCCC.CCCCCC",
  "total_energy_ev": -37220.008,
  "elements": ["H", "N", "H", "H", "B", "H", "O", "H", "C", "O", "H", "H", "H", "H", "O", "H", "C", "C", "H", "H", "H", "H", "O", "C", "O", "H", "H", "C", "P", "H", "C", "H", "H", "C", "H", "C", "C", "H", "H", "H", "C", "H", "H", "H", "H", "H", "H", "H", "H", "H", "N", "C", "C", "H", "C", "H"],
  "coordinates": [[0.96103, -0.44165, -2.07047], [-2.13757, -0.30726, -2.27549], [-1.81749, -0.39518, 6.08140], [-2.01149, -3.02544, -2.72766], [-1.69155, -2.80237, -0.83315], [0.26674, -2.27351, 4.85109], [-3.62843, -0.46770, -0.57245], [0.02903, 1.60612, 1.53473], [-1.12552, -1.23876, 6.10584], [-2.16716, -3.77129, 0.03541], [3.47178, -0.53536, -2.23464], [4.51674, 1.85896, -5.07459], [-1.36292, 0.33304, -2.11454], [2.63794, 0.64597, -3.99448], [-1.68830, -1.47473, -0.30281], [-5.44980, -0.26829, -3.72520], [-0.72980, 0.86693, 1.80519], [0.52756, -0.18308, 4.47281], [4.06792, 1.67202, -1.22612], [-2.06315, 0.41157, 3.43350], [1.10823, -0.40645, 3.57259], [-1.77186, 2.11940, 3.19436], [-2.67691, 0.44364, -4.78007], [-0.21035, 1.14411, 4.28621], [-1.28043, -3.12036, -2.10363], [1.61511, -1.84741, -1.23523], [-0.28406, -0.12621, 1.73699], [2.98909, -0.18150, -1.31939], [-3.39279, 0.41141, -3.27507], [2.58546, 1.66836, -0.30277], [-2.59058, -0.73304, -1.02165], [-0.66971, 1.44182, 5.23339], [-3.10875, -3.56692, 0.14311], [2.77966, 1.71203, -3.79567], [-2.54905, -0.49156, -5.02537], [2.29467, 2.06193, -2.38983], [-1.28316, 1.14101, 3.19869], [1.22231, 1.85038, -2.32505], [1.09068, -0.44266, -0.30261], [0.52762, 1.91947, 4.05517], [1.58030, -0.75637, -1.22764], [-0.43726, -1.09483, 6.94162], [-4.80148, -1.30108, -2.58545], [-1.53093, 0.91965, 1.06553], [4.39320, 3.15986, -3.88791], [2.15322, 2.24322, -4.51771], [3.58210, -0.57629, -0.48973], [2.39582, 3.14124, -2.23756], [4.91397, 1.54297, -3.38924], [-1.71123, -2.13791, 6.30502], [-4.62446, -0.77965, -3.43684], [-0.36404, -1.38211, 4.79187], [3.02456, 1.34457, -1.25243], [-1.06985, -1.56118, 3.97592], [4.23587, 2.09072, -4.04581], [1.25948, -0.06025, 5.27783]]
}

{
  "formula": "C13H34FNO5Pd",
  "method": "ωB97M-V with the def2-TZVPD basis set",
  "e_above_lowest_kcal_mol": 118.2,
  "spin_multiplicity": 3,
  "s_squared": 2.01,
  "total_energy_ev": -31948.176,
  "elements": ["H", "H", "H", "H", "H", "C", "H", "H", "H", "H", "H", "C", "C", "H", "H", "H", "H", "H", "H", "O", "H", "H", "H", "C", "C", "O", "F", "C", "N", "H", "H", "H", "O", "H", "H", "C", "H", "O", "C", "H", "H", "H", "H", "C", "C", "O", "H", "H", "C", "C", "C", "H", "Pd", "H", "H"],
  "coordinates": [[1.82375, 1.51653, 2.82166], [-3.27078, 1.17997, 1.86657], [0.30020, 3.86872, -2.11628], [-4.06158, 0.23098, -1.53189], [4.47949, 1.30909, -5.95548], [-3.76977, 0.77117, -0.63126], [5.01313, 1.57687, -4.41403], [3.58992, -0.60672, 2.96570], [6.67192, 3.10366, 0.75439], [3.32475, 0.55221, 4.20510], [-2.58148, -0.24494, 2.50552], [-2.61826, 0.35068, 1.59340], [-1.29947, -2.84841, 1.48214], [5.10918, -0.06059, -5.02889], [-4.51148, 1.40172, -0.14099], [2.65204, 0.02325, -4.92203], [5.15515, 3.67055, -0.70702], [2.07979, -0.67598, 3.78662], [-3.96807, -2.04910, 2.55343], [5.07364, 2.72976, -0.53421], [1.23126, 4.51055, 0.44826], [6.33237, 1.41375, 0.60101], [-2.96495, 1.42979, -0.95772], [-4.48746, -2.22818, 1.61202], [2.81537, 0.02759, 3.39676], [2.37491, 0.87349, 2.36963], [4.13493, -1.91532, -1.16392], [-3.75193, -3.21854, 0.75286], [-2.46762, -1.35317, -0.33826], [-0.35687, -2.44372, 1.11359], [7.09002, 2.27357, -0.74291], [-0.57393, 4.47603, -0.00108], [-1.22653, -0.85541, -0.90613], [-1.72412, -4.82125, -0.31726], [0.60405, 5.44016, -0.89236], [0.46527, 4.51852, -0.32718], [-1.63055, 0.77882, 1.42247], [0.67723, 3.54992, -1.29298], [-3.27386, -0.28496, 0.32052], [-5.48390, -2.58471, 1.87300], [-0.85221, -3.47328, -1.01521], [-5.15585, -0.17765, 1.46813], [-2.50302, -3.97734, -1.53220], [6.33753, 2.34948, 0.04200], [-2.35178, -2.71830, 0.31613], [3.20428, 0.60562, -4.39527], [-1.54549, -2.33835, 2.41349], [-5.35032, -0.98751, 0.03833], [-4.63981, -0.92253, 0.86238], [4.46982, 0.82090, -4.98097], [-1.83809, -3.80205, -0.68649], [-1.07565, -3.86320, 1.81110], [2.33472, 0.58991, -1.04208], [-3.67610, -4.13603, 1.33645], [-4.33380, -3.35603, -0.15853]]
}